1.
Density functional theory data (ωB97M-V/def2-TZVPD) for a 3-piece molecular cluster, C33H71FN5O3S overall.

Last column: Löwdin charge in e.
Cartesian coordinates (Å):
C1 2.505 -2.121 -0.117  -0.15
C2 3.866 -1.504 0.606  -0.24
C3 5.127 -2.539 0.390  -0.21
C4 6.239 -1.816 -0.573  -0.22
C5 6.427 -2.552 -2.052  -0.21
C6 5.140 -2.288 -3.067  -0.21
C7 5.418 -1.028 -4.130  -0.20
C8 5.190 0.401 -3.351  -0.21
C9 4.432 1.553 -4.298  -0.18
C10 3.372 2.482 -3.397  -0.20
C11 1.880 2.499 -4.075  -0.23
C12 0.909 3.729 -3.599  -0.21
C13 0.629 3.819 -1.988  -0.20
C14 0.688 2.393 -1.184  -0.21
C15 -0.254 2.322 0.167  -0.17
C16 -1.865 2.416 -0.115  -0.18
N1 -2.368 1.580 -1.271  -0.04
C17 -3.782 2.047 -1.556  -0.17
O1 -3.961 2.486 -2.980  -0.18
C18 -4.420 1.357 -3.805  -0.22
C19 -6.054 1.090 -3.736  -0.20
C20 -6.263 -0.477 -4.265  -0.13
C21 -2.282 0.093 -1.008  -0.10
N2 -1.132 -0.693 -1.645  0.03
C22 -1.058 -0.475 -3.140  -0.20
C23 -1.319 -1.866 -4.027  -0.22
C24 -0.474 -1.715 -5.456  -0.52
S1 -1.630 -1.185 -6.878  0.59
N3 -3.143 -0.643 -0.214  0.14
C25 -3.043 -2.135 0.046  -0.08
C26 -2.190 -2.517 1.418  -0.21
C27 -1.100 -3.758 1.157  -0.05
F1 -3.109 -3.049 2.493  -0.13
H1 2.207 -1.498 -1.086  0.06
H2 2.636 -3.237 -0.444  0.08
H3 1.614 -1.953 0.651  0.05
H4 3.640 -1.333 1.760  0.11
H5 4.029 -0.441 0.135  0.09
H6 5.543 -2.842 1.464  0.12
H7 4.799 -3.554 -0.144  0.11
H8 6.017 -0.672 -0.741  0.09
H9 7.295 -1.864 -0.035  0.11
H10 7.432 -2.114 -2.524  0.11
H11 6.643 -3.711 -1.885  0.11
H12 4.946 -3.314 -3.634  0.11
H13 4.212 -2.056 -2.391  0.08
H14 4.648 -1.211 -5.016  0.11
H15 6.547 -1.188 -4.484  0.12
H16 4.593 0.158 -2.367  0.08
H17 6.267 0.763 -2.992  0.12
H18 3.863 0.991 -5.169  0.11
H19 5.286 2.265 -4.666  0.11
H20 3.263 1.886 -2.370  0.08
H21 3.797 3.548 -3.156  0.12
H22 1.420 1.431 -3.949  0.08
H23 2.052 2.642 -5.248  0.12
H24 1.305 4.735 -4.086  0.12
H25 -0.149 3.536 -4.116  0.11
H26 1.325 4.662 -1.560  0.12
H27 -0.486 4.228 -1.863  0.11
H28 0.491 1.476 -1.884  0.07
H29 1.811 2.280 -0.794  0.12
H30 0.030 1.328 0.751  0.11
H31 0.104 3.208 0.877  0.14
H32 -2.416 2.032 0.860  0.13
H33 -2.126 3.571 -0.202  0.15
H34 -4.107 2.996 -0.911  0.17
H35 -4.613 1.234 -1.346  0.13
H36 -4.072 1.523 -4.934  0.15
H37 -3.921 0.380 -3.336  0.10
H38 -6.685 1.829 -4.389  0.12
H39 -6.413 1.109 -2.598  0.11
H40 -6.632 -1.192 -3.415  0.08
H41 -6.937 -0.493 -5.234  0.09
H42 -5.199 -0.893 -4.611  0.07
H43 -0.224 -0.470 -1.173  0.11
H44 0.076 -0.186 -3.374  0.11
H45 -1.740 0.396 -3.545  0.12
H46 -2.459 -2.029 -4.281  0.10
H47 -0.844 -2.751 -3.406  0.11
H48 0.363 -0.895 -5.415  0.06
H49 0.089 -2.738 -5.699  0.10
H50 -2.500 -0.174 -6.360  -0.14
H51 -3.924 -0.124 0.250  0.17
H52 -4.162 -2.530 0.146  0.16
H53 -2.560 -2.755 -0.822  0.13
H54 -1.671 -1.579 1.890  0.10
H55 -0.016 -3.298 1.212  0.06
H56 -1.223 -4.259 0.106  0.08
H57 -1.151 -4.576 2.012  0.11
C28 -0.859 -1.305 4.671  0.01
C29 -1.186 0.046 4.096  -0.52
O2 -1.603 0.183 2.948  -0.03
N4 -1.009 1.142 4.887  0.02
C30 -0.536 1.199 6.250  -0.07
H58 -1.051 -2.076 3.919  0.06
H59 0.198 -1.349 4.947  0.09
H60 -1.490 -1.505 5.540  0.10
H61 -1.252 2.012 4.426  0.14
H62 -1.313 1.667 6.858  0.07
H63 0.361 1.823 6.271  0.09
H64 -0.304 0.212 6.651  0.08
C31 -2.059 -0.828 9.859  -0.01
C32 -2.386 0.522 9.284  -0.54
O3 -2.803 0.659 8.137  0.00
N5 -2.209 1.619 10.075  0.00
C33 -1.736 1.675 11.438  -0.08
H65 -2.251 -1.599 9.107  0.09
H66 -1.002 -0.872 10.136  0.09
H67 -2.690 -1.029 10.729  0.09
H68 -2.452 2.488 9.615  0.14
H69 -2.513 2.144 12.047  0.09
H70 -0.839 2.299 11.459  0.09
H71 -1.504 0.688 11.839  0.08

Net charge: +1
Lowest unoccupied orbital energy (eV): -3.90



2.
Density functional theory data (ωB97M-V/def2-TZVPD) for a 2-piece molecular cluster, C24H41BCl2F10N2O10P2 overall.

Last column: Löwdin charge in e.
Cartesian coordinates (Å):
C1 4.865 -2.659 1.946  -0.14
O1 5.372 -2.678 0.541  -0.25
C2 5.937 -1.357 0.217  -0.22
C3 5.246 -0.674 -1.144  -0.14
C4 3.629 -0.502 -0.861  -0.19
C5 3.071 1.039 -1.189  -0.18
C6 1.603 0.823 -1.965  -0.21
C7 0.556 0.279 -0.837  -0.14
C8 -0.993 0.783 -0.941  -0.18
C9 -1.522 0.952 -2.481  -0.08
C10 -1.618 -0.373 -3.423  -0.52
O2 -2.794 -1.041 -3.586  -0.09
Cl1 -0.191 -1.099 -4.429  0.61
C11 -0.906 2.370 -0.382  -0.18
N1 -0.262 3.363 -1.273  0.06
C12 -1.153 4.273 -2.054  -0.16
O3 -1.626 4.110 -3.293  0.09
F1 -1.528 5.581 -1.395  0.00
C13 0.914 4.088 -0.636  -0.14
O4 2.070 4.199 -1.301  0.11
F2 0.720 4.706 0.721  0.00
C14 -2.380 2.769 0.198  -0.08
N2 -2.729 2.080 1.541  -0.24
C15 -1.983 2.962 2.566  -0.12
C16 -2.375 2.803 4.122  -0.10
F3 -2.445 4.181 4.741  -0.11
P1 -4.439 2.407 1.754  0.82
O5 -4.670 3.937 2.237  -0.30
O6 -5.347 1.473 2.893  -0.15
O7 -5.449 2.390 0.293  -0.16
C17 -2.207 0.675 1.547  -0.14
C18 -2.696 -0.290 2.778  -0.13
C19 -1.424 -1.034 3.586  -0.60
C20 -1.673 -2.685 3.716  -0.13
Cl2 -1.325 -0.463 5.387  0.53
C21 -2.069 -0.072 0.049  -0.21
C22 -1.551 -1.636 0.303  -0.11
C23 -1.463 -2.592 -1.011  -0.14
C24 -1.145 -4.134 -0.441  -0.12
F4 -1.659 -5.192 -1.367  -0.12
O8 -3.264 -0.146 -0.726  0.07
B1 -4.447 -0.810 -0.344  -0.58
O9 -4.725 -2.029 0.447  0.05
O10 -5.720 -0.306 -0.991  0.05
H1 3.928 -1.943 2.074  0.07
H2 5.711 -2.228 2.660  0.10
H3 4.484 -3.733 2.301  0.11
H4 7.102 -1.495 0.098  0.14
H5 5.682 -0.635 1.114  0.11
H6 5.389 -1.505 -1.989  0.11
H7 5.794 0.322 -1.428  0.12
H8 3.365 -0.842 0.252  0.09
H9 3.100 -1.321 -1.551  0.12
H10 2.903 1.616 -0.158  0.11
H11 3.814 1.588 -1.910  0.12
H12 1.841 -0.027 -2.770  0.10
H13 1.302 1.758 -2.576  0.09
H14 1.058 0.524 0.221  0.13
H15 0.721 -0.901 -0.926  0.12
H16 -0.792 1.651 -3.122  0.13
H17 -2.571 1.514 -2.581  0.15
H18 -0.159 2.278 0.546  0.15
H19 -2.594 3.943 0.254  0.17
H20 -3.109 2.422 -0.682  0.15
H21 -2.094 4.127 2.326  0.17
H22 -0.800 2.803 2.525  0.17
H23 -1.469 2.280 4.696  0.12
H24 -3.378 2.288 4.397  0.12
H25 -6.288 1.327 2.568  0.13
H26 -5.136 3.199 -0.230  0.11
H27 -1.045 0.776 1.834  0.17
H28 -3.244 0.249 3.664  0.09
H29 -3.399 -1.176 2.480  0.12
H30 -0.406 -0.926 3.023  0.11
H31 -1.077 -3.038 4.662  0.08
H32 -2.807 -2.971 3.758  0.10
H33 -1.112 -3.144 2.767  0.08
H34 -2.225 -2.265 1.022  0.09
H35 -0.473 -1.673 0.819  0.14
H36 -2.490 -2.714 -1.608  0.13
H37 -0.615 -2.372 -1.775  0.10
H38 0.044 -4.218 -0.393  0.14
H39 -1.521 -4.300 0.655  0.11
H40 -4.744 -2.809 -0.206  0.15
H41 -6.512 -0.608 -0.453  0.12
F5 6.468 -2.966 -5.939  -0.15
P2 7.088 -2.613 -4.553  -0.04
F6 7.139 -1.473 -3.492  -0.16
F7 8.530 -3.008 -4.117  -0.15
F8 5.637 -2.483 -4.000  -0.17
F9 7.729 -1.620 -5.568  -0.15
F10 7.024 -4.131 -4.205  -0.15

Energy relative to the best compared isomer or geometry (same formula, charge and spin) (kcal per mole): 501.5
Lowest unoccupied orbital energy (eV): -3.09



3.
Density functional theory data (ωB97M-V/def2-TZVPD) for an isolated ion of composition C11H23BIN2O2S and charge +1.

Last column: Löwdin charge in e.
Cartesian coordinates (Å):
C1 -2.329 -1.537 -1.792  -0.05
N1 -1.964 -0.204 -1.280  -0.12
C2 -2.404 0.888 -2.169  -0.04
B1 -0.581 -0.068 -0.920  -0.62
O1 0.499 -0.323 -1.718  0.20
N2 -0.207 0.523 0.417  0.13
C3 -0.878 0.339 1.543  -0.47
C4 -2.021 -0.595 1.746  -0.15
C5 -1.535 -1.895 2.432  -0.28
C6 -0.826 -2.813 1.446  -0.69
I1 0.476 -4.188 2.413  0.84
S1 -0.279 1.205 2.886  1.14
C7 0.626 2.279 1.744  -0.35
C8 1.066 1.320 0.657  -0.30
C9 1.688 2.074 -0.526  -0.12
C10 2.896 1.444 -1.244  -0.16
C11 3.795 0.609 -0.346  -0.24
O2 3.354 -0.746 -0.252  -0.06
H1 -3.140 -1.969 -1.200  0.09
H2 -1.491 -2.241 -1.754  0.09
H3 -2.656 -1.489 -2.832  0.10
H4 -3.474 0.790 -2.352  0.10
H5 -2.247 1.856 -1.688  0.09
H6 -1.882 0.874 -3.132  0.10
H7 0.614 -1.201 -2.094  0.14
H8 -2.511 -0.793 0.796  0.10
H9 -2.736 -0.098 2.404  0.13
H10 -2.397 -2.394 2.874  0.12
H11 -0.864 -1.646 3.256  0.08
H12 -1.527 -3.422 0.880  0.05
H13 -0.194 -2.260 0.750  0.02
H14 1.446 2.804 2.226  0.11
H15 -0.117 2.983 1.360  0.11
H16 1.756 0.603 1.117  0.14
H17 0.908 2.316 -1.254  0.13
H18 2.010 3.035 -0.118  0.12
H19 2.576 0.829 -2.084  0.11
H20 3.481 2.259 -1.673  0.12
H21 3.840 1.047 0.661  0.12
H22 4.813 0.577 -0.730  0.13
H23 2.416 -0.771 -0.451  0.04

Net charge: +1
Energy relative to the best compared isomer or geometry (same formula, charge and spin) (kcal per mole): 0.0
Lowest unoccupied orbital energy (eV): -4.13



4.
Density functional theory data (ωB97M-V/def2-TZVPD) for a 2-piece molecular cluster, C26H25N7 overall.

Last column: Löwdin charge in e.
Cartesian coordinates (Å):
C1 -3.196 -3.091 2.039  0.01
C2 -2.760 -1.791 2.575  -0.16
N1 -3.654 -0.859 3.001  -0.02
C3 -5.090 -1.056 3.027  0.01
C4 -2.994 0.222 3.590  -0.15
C5 -1.607 -0.054 3.556  -0.08
C6 -0.777 0.778 4.304  0.00
C7 -1.308 1.893 4.963  -0.05
C8 -2.687 2.135 4.980  -0.07
C9 -3.552 1.275 4.300  -0.01
C10 -1.449 -1.300 2.796  -0.08
C11 -0.274 -1.954 2.439  0.11
C12 0.999 -1.528 2.860  -0.12
C13 1.943 -2.205 3.672  -0.18
C14 1.795 -3.484 4.395  -0.01
N2 3.034 -1.392 3.837  -0.04
C15 4.176 -1.712 4.674  0.00
C16 2.847 -0.181 3.158  -0.16
C17 1.558 -0.230 2.563  -0.14
C18 1.034 0.926 1.986  -0.07
C19 1.823 2.077 1.949  -0.08
C20 3.100 2.100 2.544  -0.07
C21 3.649 0.948 3.128  -0.02
H1 -2.317 -3.676 1.750  0.08
H2 -3.772 -3.664 2.784  0.10
H3 -3.828 -2.956 1.150  0.11
H4 -5.573 -0.145 3.392  0.08
H5 -5.472 -1.275 2.021  0.11
H6 -5.345 -1.902 3.685  0.11
H7 0.287 0.581 4.373  0.11
H8 -0.635 2.571 5.490  0.11
H9 -3.092 2.993 5.519  0.11
H10 -4.635 1.382 4.340  0.10
H11 -0.361 -2.925 1.950  0.13
H12 0.808 -3.910 4.169  0.08
H13 2.567 -4.208 4.095  0.09
H14 1.876 -3.347 5.489  0.10
H15 4.898 -0.896 4.645  0.08
H16 3.852 -1.868 5.716  0.10
H17 4.677 -2.631 4.330  0.10
H18 0.024 0.915 1.568  0.10
H19 1.457 2.972 1.441  0.10
H20 3.667 3.028 2.515  0.10
H21 4.648 0.905 3.558  0.10
N3 1.226 1.412 -4.830  0.12
C22 1.414 1.551 -3.503  -0.37
N4 2.156 2.552 -3.016  0.08
C23 2.320 2.652 -1.683  -0.22
N5 1.768 1.832 -0.742  0.08
C24 1.016 0.834 -1.152  -0.34
C25 0.796 0.639 -2.591  -0.22
N6 -0.068 -0.387 -2.756  0.03
C26 -0.353 -0.827 -1.490  -0.26
N7 0.264 -0.115 -0.497  0.05
H22 0.671 0.641 -5.183  0.09
H23 1.734 2.011 -5.471  0.09
H24 2.948 3.462 -1.303  0.09
H25 -1.005 -1.675 -1.283  0.07

Energy relative to the best compared isomer or geometry (same formula, charge and spin) (kcal per mole): 0.0
Lowest unoccupied orbital energy (eV): -1.77



no.,HOMO (Eh)
1,-0.40975
2,-0.30526
3,-0.44728
4,-0.21059